C7H34O10 | ωB97M-V with the def2-TZVPD basis set

Properties
Kohn-Sham gap	0.374	Ha
E	-28283.50903	eV
SMILES	CO.CO.CO.CO.CO.CO.CO.O.O.O
HOMO level	-9.65	eV
net charge	0

XYZ file:
```
51
Properties=species:S:1:pos:R:3:forces:R:3
C -10.788786 -8.793439 0.782655 -1.2 0.6 -0.4
O -10.036647 -8.949443 -0.402846 -0.2 -0.5 0.2
H -10.847518 -7.755329 1.050815 0.6 0.6 0.5
H -11.863803 -9.008791 0.678602 0.3 -0.6 -0.4
H -10.385157 -9.403398 1.564877 0.3 -0.2 0.4
H -10.127255 -8.170330 -0.958352 -0.2 0.6 -0.3
C -13.413077 -10.946047 -3.828872 0.6 -0.2 0.5
O -12.473595 -10.790874 -4.898375 -1.6 0.0 0.6
H -13.771278 -11.982192 -3.685214 -0.2 0.4 -0.7
H -12.933681 -10.737674 -2.852789 -0.2 0.4 -0.4
H -14.198108 -10.234506 -4.036438 -0.4 -0.1 0.2
H -11.738698 -11.308328 -4.623214 1.7 -1.0 -0.1
C -8.648973 -9.653294 -8.825419 0.6 1.2 0.5
O -9.833381 -10.314835 -8.461684 -0.5 0.2 -1.1
H -8.214416 -9.156990 -7.911436 -0.2 -0.3 -1.1
H -7.862398 -10.262224 -9.310213 -0.5 -0.1 0.3
H -8.986339 -8.910770 -9.556720 0.4 0.1 0.2
H -9.621653 -10.922236 -7.784527 0.2 -1.1 1.2
C -9.479686 -13.387961 -3.802094 -0.7 0.7 -0.6
O -10.115265 -12.299625 -4.480237 0.2 -0.4 -0.1
H -8.552696 -13.706462 -4.241404 0.5 0.0 -0.4
H -9.335593 -13.181663 -2.774903 0.3 0.5 1.2
H -10.187606 -14.169782 -3.847216 -0.6 -1.1 -0.2
H -9.556262 -11.527251 -4.398011 0.3 0.7 0.2
C -8.683935 -7.361045 -5.885767 0.5 -0.8 -0.3
O -7.638456 -8.344272 -5.669697 -0.4 0.7 0.4
H -8.507956 -6.880904 -6.862903 0.1 -0.2 0.4
H -9.625111 -7.914273 -5.966349 -0.2 0.5 0.2
H -8.709221 -6.569720 -5.115656 0.0 -0.4 -0.2
H -7.874688 -8.825571 -4.847372 -0.1 0.2 -0.6
C -6.709325 -9.584296 -0.946637 -1.1 0.6 0.5
O -7.953509 -10.282751 -1.201932 0.3 0.6 0.4
H -6.062035 -9.913464 -1.738796 0.6 -0.1 -0.1
H -6.813193 -8.464685 -1.012229 -0.1 -1.0 0.0
H -6.292340 -9.813829 0.060379 -0.3 -0.1 -0.7
H -8.727841 -9.859652 -0.739441 0.8 -0.2 -0.1
C -9.532062 -5.435752 -2.171437 -0.2 -1.1 -0.3
O -10.505940 -6.472262 -1.887780 0.0 0.0 -1.7
H -10.068114 -4.551268 -2.434446 -0.2 0.9 -0.1
H -8.928680 -5.292331 -1.298803 0.2 0.2 0.6
H -8.858729 -5.703000 -2.997997 -0.2 -0.1 0.1
H -10.950629 -6.611574 -2.778161 0.4 -0.2 1.3
O -12.159060 -8.839415 -6.539472 -0.1 0.5 -0.1
H -12.187627 -8.856428 -7.497479 0.1 -0.2 0.0
H -12.422323 -9.696115 -6.160876 0.1 -0.1 -0.1
O -9.055563 -9.702731 -3.604127 0.2 -0.1 -0.5
H -9.825642 -9.133788 -3.558901 -0.3 0.2 0.1
H -8.659810 -9.766045 -2.712457 0.0 -0.3 0.2
O -11.912572 -7.330911 -4.370542 1.4 0.3 0.0
H -11.968042 -7.831086 -5.217908 -0.2 0.1 0.1
H -12.754925 -7.341941 -3.951960 -1.1 -0.2 0.2
```
Forces are in eV/Å.

C10H13ClO | ωB97M-V with the def2-TZVPD basis set

Properties
Kohn-Sham gap	0.345	Ha
E	-25149.77832	eV
SMILES	CC1=C[C@@H]2[C@H](C(=O)Cl)[C@]2(C)CC1
HOMO level	-8.61	eV
net charge	0

XYZ file:
```
25
Properties=species:S:1:pos:R:3:forces:R:3
O 1.777190 -1.722975 -1.657965 -0.4 -0.7 2.1
Cl 1.113725 -3.493558 0.108598 0.0 -0.3 0.3
C 1.560440 -1.910381 -0.479072 0.5 2.6 -2.0
C -0.734520 0.886661 -1.322919 3.3 -0.1 0.9
C 0.628592 1.056779 -1.036106 -3.3 -0.9 -0.3
C -1.297806 1.097314 -2.710092 0.3 0.4 0.5
C -1.655168 0.385216 -0.209988 0.4 0.6 -0.6
C 0.487508 0.066789 2.729114 -0.3 -0.1 -0.6
C -0.992662 -0.645058 0.676710 0.1 0.3 1.1
C 1.631278 -0.784478 0.572441 0.6 -0.2 0.3
C 1.241005 0.691089 0.284833 -0.5 -0.5 -0.1
C 0.374359 -0.182385 1.202754 1.2 -0.2 0.8
H 1.284146 1.337853 -1.835369 0.3 0.2 -0.3
H -0.508090 1.356690 -3.432367 -0.2 -0.4 0.2
H -1.970458 1.962664 -2.684226 -0.2 -0.2 -0.1
H -1.863018 0.205276 -3.023046 0.2 0.4 -0.1
H -1.967577 1.254153 0.385271 -0.2 -0.2 -0.1
H -2.526511 -0.089087 -0.639002 -0.5 0.2 -0.2
H 1.507779 0.291446 3.031625 0.2 0.0 -0.2
H -0.113344 0.930034 3.029072 -0.1 -0.1 0.0
H 0.182722 -0.804765 3.324009 -0.1 0.1 -0.3
H -0.953116 -1.599540 0.167048 0.3 -0.2 -0.3
H -1.645375 -0.840421 1.548158 0.3 0.1 -0.2
H 2.535286 -0.917380 1.236080 -1.2 0.1 -0.6
H 1.903614 1.468066 0.734437 -0.6 -0.8 -0.2
```
Forces are in eV/Å.

C8H12N5O | ωB97M-V with the def2-TZVPD basis set

Properties
Kohn-Sham gap	0.345	Ha
E	-17978.47887	eV
SMILES	C=C1ON=C[C@@H]1[C@]1(N)N=CCC(=[NH2+])N1
HOMO level	-12.53	eV
net charge	+1

XYZ file:
```
26
Properties=species:S:1:pos:R:3:forces:R:3
C -1.298341 -0.129762 -0.914274 -4.1 0.0 1.4
C -2.579850 -1.102954 -1.012938 4.2 2.9 -0.5
C -1.938395 0.985340 -0.073453 -0.8 -0.5 -0.4
C 0.536361 -0.142683 1.874577 -0.1 0.0 -0.4
C -0.220559 -0.795763 -0.174937 2.6 -1.4 -2.1
C 1.852921 0.492918 1.422894 -3.7 -0.4 0.6
C 2.010937 0.304950 -0.042565 4.2 1.2 1.6
C -1.524706 2.224238 0.156620 -0.6 -2.6 -0.4
N -3.451964 -0.653065 -0.280604 -4.1 -0.5 1.5
N -0.342259 -0.707392 1.179801 0.0 -0.2 1.2
N 1.060015 -0.070013 -0.744138 -3.9 -0.8 -2.3
N 0.047997 -2.161540 -0.641257 -1.0 -0.1 0.3
N 3.248560 0.482913 -0.511105 -2.2 -0.3 0.7
O -3.199411 0.514691 0.380613 1.9 -0.2 -0.7
H -1.027474 0.303173 -1.824025 0.6 0.2 -1.7
H -2.618713 -1.905518 -1.695190 -0.6 -0.9 -0.3
H 0.347940 -0.175276 2.920896 0.1 0.3 0.9
H 1.770305 1.484796 1.875842 0.5 0.4 -0.9
H 2.461335 -0.056946 2.058784 2.3 -0.9 0.6
H -0.630494 2.413228 -0.370745 0.9 1.2 0.0
H -2.150803 2.780825 0.797276 0.0 1.3 0.4
H 0.979049 -0.093225 -1.786643 1.1 -0.1 1.4
H -0.024085 -2.880622 0.091090 0.2 0.7 -0.2
H -0.671041 -2.405194 -1.321087 0.5 -0.2 0.1
H 3.909268 0.842244 0.087902 1.7 0.9 1.4
H 3.453398 0.450644 -1.453338 0.5 -0.2 -2.2
```
Forces are in eV/Å.

C22H42Cl3CoN4O4Si | ωB97M-V with the def2-TZVPD basis set

Properties
spin multiplicity	4
Kohn-Sham gap (spin up / spin down)	0.229 / 0.225	Ha
E	-120722.76077	eV
⟨S²⟩	3.758
HOMO level (spin up / spin down)	-4.18 / -4.08	eV
net charge	-1

XYZ file:
```
77
Properties=species:S:1:pos:R:3:forces:R:3
C -0.935122 -5.837818 -4.466214 0.5 0.1 0.3
C -0.179191 -7.080673 -4.039097 -0.2 -0.8 0.0
H -0.473331 -5.436125 -5.375262 -0.1 0.1 0.1
H -0.924862 -5.092297 -3.660710 0.0 -0.2 -0.3
H -1.987862 -6.059063 -4.700760 0.3 -0.1 0.1
C 0.160304 -8.026668 -4.923113 -0.2 -0.1 0.2
C 0.052796 -7.903773 -6.406550 0.0 -0.2 -0.4
H 0.479290 -9.025082 -4.591259 0.0 0.6 0.1
H 0.414314 -6.920376 -6.763507 -0.3 -0.5 0.0
H -0.983756 -8.069585 -6.753606 0.3 0.2 0.0
H 0.672779 -8.704660 -6.841443 -0.2 0.4 -0.2
Co -1.007985 -5.484927 -0.382748 0.0 -0.4 0.1
Cl -2.747950 -4.675251 -1.242638 -2.1 1.2 -0.7
Cl -1.318457 -7.183078 0.961974 -0.3 -0.7 1.5
C 0.188809 -4.132026 1.602827 -0.3 0.1 -1.3
O 0.083320 -4.018144 0.354661 0.8 0.3 2.1
N 1.062501 -3.450720 2.330919 0.9 0.8 0.3
C 2.070827 -2.492073 1.803076 -0.3 -0.1 0.2
C 1.024982 -3.616020 3.784015 -0.6 -0.7 0.1
H -0.466137 -4.841353 2.176946 0.5 0.5 -0.4
H 1.621294 -1.678436 1.218404 0.0 -0.4 0.1
H 2.867502 -2.974658 1.222627 -0.5 -0.1 0.1
H 2.532642 -2.040518 2.688966 0.0 0.0 -0.3
H -0.033946 -3.514015 4.098990 0.7 0.0 0.2
H 1.645325 -2.846700 4.262337 -0.3 -0.4 -0.1
H 1.377179 -4.635228 4.062656 -0.1 0.7 0.0
H -0.338917 -0.141133 -4.225313 0.2 0.1 -0.1
H 2.102252 -1.492274 -4.986565 0.3 0.2 0.1
C 0.428544 0.630734 -4.380388 -0.3 -0.1 0.3
C 2.584679 -0.526804 -4.768530 -0.1 0.1 -0.1
N 1.731141 0.245413 -3.871605 0.2 -0.4 0.2
H 0.108625 1.541003 -3.863244 -0.1 -0.1 -0.2
C 2.021978 0.324738 -2.556798 1.1 -0.2 -0.1
O 3.149389 0.065938 -2.096772 -1.4 0.4 -0.3
H 3.554860 -0.686639 -4.293618 -0.2 0.0 -0.1
H 1.162020 0.634226 -1.931795 0.4 0.1 0.0
H 0.523889 0.818824 -5.454124 -0.1 0.1 0.2
H 2.705819 0.030554 -5.706712 0.1 -0.1 0.2
O -0.187455 -6.307828 -1.741012 2.5 0.3 -1.6
C -0.068225 -7.400383 -2.541903 -1.2 0.0 0.2
C 2.197763 -8.654003 -2.872878 0.6 -0.3 0.7
C 1.060056 -8.353829 -2.113256 0.0 -0.2 -1.2
H 2.349311 -8.194247 -3.855434 0.0 -0.1 0.6
C 3.156513 -9.562461 -2.362187 -0.5 0.5 -0.2
H -0.976810 -7.964579 -2.317166 -0.4 -0.8 -0.3
C 0.820293 -9.049185 -0.937632 0.3 -0.2 0.5
H 4.096771 -9.705866 -2.909877 -0.4 -0.1 0.2
C 2.915105 -10.223366 -1.156291 0.1 0.2 0.3
C 1.740317 -9.974117 -0.433719 -0.2 0.6 -0.5
H -0.101618 -8.808990 -0.399718 0.4 -0.2 -0.1
H 3.670218 -10.888595 -0.736752 -0.1 0.0 -0.2
H 1.512086 -10.428389 0.529070 0.3 -0.2 -0.2
Si 3.373152 -4.660443 -2.554367 -2.7 -2.2 2.3
Cl 2.091717 -4.334099 -4.160879 -0.4 0.3 -0.2
C 4.449135 -5.960446 -3.373447 1.3 0.9 -0.1
C 2.963899 -5.835855 -1.034236 -0.2 0.2 0.0
C 3.199183 -3.041303 -1.566344 1.1 0.2 -0.4
H 4.711806 -6.714323 -2.621954 0.3 0.4 -0.3
H 5.310046 -5.374959 -3.713053 0.5 -0.8 -0.5
H 3.928472 -6.475172 -4.198454 0.2 0.6 0.3
H 3.591862 -2.157407 -2.065624 -0.1 0.1 0.1
H 3.752260 -3.195978 -0.632988 0.0 0.2 -0.2
H 2.146632 -2.845675 -1.269937 0.4 -0.6 -0.5
H 3.451680 -6.811107 -1.117441 -0.2 0.1 -0.2
H 1.928224 -6.052856 -0.738619 0.1 0.4 -0.3
H 3.456302 -5.365948 -0.172592 -0.1 0.2 0.1
C 0.755317 2.809502 2.628791 -0.6 0.2 0.3
N 1.934716 2.477002 1.905904 1.0 0.1 -0.4
C 2.044541 1.410654 1.046374 -0.9 -0.7 0.1
N 3.287428 1.324275 0.475339 -0.5 -0.9 -0.5
O 1.122007 0.594414 0.868614 1.3 1.2 0.1
H 0.027439 1.993439 2.536237 0.3 0.2 0.0
H 0.316458 3.737612 2.240535 -0.1 -0.2 0.1
H 1.005204 2.962460 3.684410 -0.2 -0.1 -0.1
H 2.734516 3.104855 1.986888 -0.6 -0.5 0.0
H 3.350324 0.746415 -0.381557 -0.1 0.3 0.4
H 3.820807 2.165911 0.486735 0.4 0.3 -0.2
```
Forces are in eV/Å.

Q: Look up the net charge of the second one.
A: 0